This record from OMol25 describes 8 unconnected molecules or ions with the total composition C20H40Br12O6 at a distorted geometry. The level of theory is ωB97M-V/def2-TZVPD.

```
! RIJCOSX wB97M-V def2-TZVPD def2/J DEFGRID3
* xyz 0 1
C 4.4045 -1.8080 -0.6575
C 3.0988 -1.3205 -1.3706
O 2.8906 -0.0569 -0.8195
C 2.4571 0.8737 -1.6195
O 2.4717 0.7882 -2.8461
O 1.9758 1.8636 -0.9230
C 1.4640 3.0288 -1.5923
H 5.2590 -1.1606 -0.9190
H 4.6957 -2.8164 -1.0391
H 4.2470 -1.8023 0.3966
H 2.2141 -1.8502 -1.1099
H 3.3193 -1.3875 -2.4589
H 0.5053 2.8046 -2.0749
H 2.1868 3.4753 -2.3331
H 1.2634 3.8254 -0.9102
C -1.6331 -1.2816 6.3391
C -0.6629 -1.2939 5.1417
O 0.6384 -1.8650 5.4500
C 0.7277 -3.1627 5.4874
O -0.1561 -3.9701 5.4658
O 1.9814 -3.4629 5.6627
C 2.3208 -4.8725 5.6754
H -1.9045 -2.2270 6.6660
H -2.4629 -0.6834 6.0713
H -1.0750 -0.8676 7.1479
H -0.5942 -0.2688 4.7275
H -1.1155 -1.9503 4.3566
H 1.9495 -5.3912 4.7994
H 1.8474 -5.2130 6.5913
H 3.4132 -4.8938 5.7190
Br -2.4981 2.1190 3.0628
C -3.7363 0.7826 2.4069
C -5.1393 1.0237 2.8783
Br -6.3112 -0.4413 2.2772
H -3.3550 -0.1297 2.6720
H -3.5957 0.7691 1.2898
H -5.5895 1.9714 2.5730
H -5.1762 0.9493 3.8922
Br -0.6163 -0.7122 -4.4544
C -0.9036 0.9851 -5.2769
C -1.5320 1.9293 -4.2604
Br -1.8628 3.6927 -4.9962
H -1.6237 0.9019 -6.1199
H 0.1157 1.2513 -5.5919
H -0.9243 2.0681 -3.4216
H -2.4373 1.5126 -3.9106
Br 4.0105 3.8005 -5.7373
C 4.7839 2.0164 -5.2259
C 3.8808 1.0028 -5.7682
Br 4.3477 -0.7740 -5.0753
H 4.8786 2.0912 -4.1880
H 5.7756 2.0487 -5.6866
H 3.9054 0.8578 -6.8248
H 2.9347 1.1055 -5.3903
Br -0.4770 -1.7591 0.6409
C -1.4187 -0.4689 -0.5433
C -0.8975 0.8631 -0.1016
Br -2.0801 2.3433 -0.8748
H -2.4995 -0.6215 -0.3627
H -1.2425 -0.6755 -1.6043
H 0.0809 1.0565 -0.5687
H -0.9054 1.1373 0.9270
Br 3.2222 1.1226 4.8895
C 2.1347 0.5485 3.4770
C 1.2783 1.5466 2.7638
Br 1.9162 3.2858 2.1209
H 1.3531 -0.0825 3.8806
H 2.7203 0.0823 2.6628
H 0.4231 1.7885 3.3746
H 0.9278 1.1080 1.8640
Br -4.5256 -2.2733 -1.7449
C -5.1903 -0.6361 -2.6235
C -4.7887 -0.6792 -4.0545
Br -4.9249 1.1947 -4.7522
H -4.6782 0.1587 -2.1089
H -6.2689 -0.7379 -2.4526
H -5.4467 -1.2500 -4.7274
H -3.7714 -0.9268 -4.2291
*
```

Output
- HOMO: -10.05 eV
- Strongest force on any atom: 0.0643 Eh/bohr
- SMILES: CCOC(=O)OC.CCOC(=O)OC.BrCCBr.BrCCBr.BrCCBr.BrCCBr.BrCCBr.BrCCBr